Here is a cluster of 2 separate species, C12H23N2O4 in total in a non-equilibrium geometry from the Open Molecules 2025 dataset. Energies are from ωB97M-V/def2-TZVPD.

The calculated total energy is -23976.4415 eV. The HOMO-LUMO gap comes out at 5.89 eV. The lowest unoccupied orbital energy comes out at -5.139 eV. The largest force on an atom is 2.6 eV Å⁻¹. Its total charge is +1.

Each line ends with the Löwdin charge.
Element x y z (Å)
C  -3.592  -3.929  -4.109  -0.066
O  -3.467  -4.657  -2.882  -0.128
C  -2.152  -4.938  -2.557  -0.142
N  -1.416  -3.631  -2.305  -0.092
C  -0.355  -3.376  -3.041  0.001
C  0.411  -2.185  -2.897  0.058
C  -0.129  -1.303  -1.915  0.041
C  -1.290  -1.770  -1.226  -0.047
N  -1.954  -2.905  -1.356  0.189
H  -3.193  -4.526  -4.960  0.106
H  -3.103  -2.931  -4.101  0.089
H  -4.674  -3.746  -4.262  0.111
H  -2.099  -5.476  -1.587  0.159
H  -1.615  -5.562  -3.300  0.147
H  -0.032  -4.113  -3.791  0.157
H  1.292  -1.954  -3.504  0.135
H  0.301  -0.321  -1.679  0.129
H  -1.709  -1.086  -0.465  0.141
C  1.963  0.076  1.075  -0.116
O  0.959  1.038  1.322  -0.201
C  0.301  0.913  2.574  -0.184
C  0.431  2.132  3.482  -0.175
O  1.730  2.564  3.851  -0.108
C  2.635  2.980  2.838  -0.174
C  2.252  4.174  1.970  -0.184
O  1.043  4.005  1.244  -0.198
C  0.044  4.970  1.516  -0.109
H  1.576  -0.700  0.403  0.060
H  2.796  0.567  0.566  0.090
H  2.350  -0.386  1.987  0.097
H  0.630  0.017  3.112  0.121
H  -0.763  0.772  2.365  0.121
H  -0.064  1.876  4.423  0.133
H  -0.140  2.973  3.085  0.100
H  2.929  2.126  2.228  0.096
H  3.546  3.266  3.373  0.132
H  3.047  4.304  1.227  0.127
H  2.237  5.087  2.571  0.122
H  0.204  5.503  2.456  0.091
H  -0.922  4.462  1.578  0.082
H  -0.009  5.688  0.691  0.088